Density functional theory data (ωB97M-V with the def2-TZVPD basis set) for a structure of composition C28H24BF4N3PtSb.

```
62
Properties=species:S:1:pos:R:3:forces:R:3:nbo_charge:R:1
Pt 0.267 -0.979 0.949 -1.019 -2.004 -0.020 0.971
N -0.859 -3.444 2.609 0.310 0.196 0.295 -0.557
C -0.097 -3.807 1.518 -0.218 -0.093 -0.207 0.416
C 0.431 -5.090 1.467 -0.020 -0.240 -0.012 -0.263
C 1.106 -5.496 0.338 0.003 -0.005 -0.015 -0.083
C 1.214 -4.630 -0.745 -0.092 -0.127 -0.024 -0.230
C 0.709 -3.367 -0.615 -0.282 -0.065 -0.098 0.092
N 0.075 -2.948 0.509 0.666 0.220 -0.185 -0.485
C -1.507 -2.268 2.885 -0.269 -0.110 -0.195 0.422
C -2.201 -2.155 4.093 -0.205 -0.048 0.046 -0.267
C -2.900 -1.006 4.362 0.010 -0.010 0.037 -0.093
C -2.936 0.021 3.414 -0.116 -0.063 -0.035 -0.258
C -2.244 -0.154 2.250 -0.276 0.039 -0.117 0.065
N -1.524 -1.275 1.984 1.285 0.972 0.153 -0.494
H -0.930 -4.148 3.324 0.044 -0.016 0.079 0.424
H 0.307 -5.753 2.314 -0.015 0.024 -0.027 0.236
H 1.544 -6.484 0.293 -0.029 0.022 0.026 0.245
H 1.723 -4.915 -1.653 -0.008 0.030 0.025 0.253
H 0.809 -2.634 -1.401 0.029 0.087 0.033 0.247
H -2.185 -2.977 4.798 0.030 0.032 -0.023 0.238
H -3.429 -0.903 5.302 0.031 -0.009 -0.035 0.246
H -3.494 0.930 3.580 0.009 -0.020 -0.015 0.252
H -2.265 0.585 1.459 0.125 -0.016 0.030 0.245
F 4.219 -0.895 0.888 -0.392 -0.209 -0.324 -0.523
B 3.172 -1.756 0.728 0.449 -0.356 0.985 1.362
F 2.400 -1.884 1.906 0.696 -0.525 0.825 -0.581
F 3.488 -2.994 0.207 -0.061 0.541 -0.048 -0.539
F 2.109 -1.133 -0.112 0.018 0.372 -0.586 -0.541
C 1.294 4.535 -4.697 0.010 -0.007 -0.006 -0.196
C 1.485 3.240 -5.155 0.006 -0.030 -0.005 -0.219
C 1.267 2.161 -4.305 -0.036 0.084 0.045 -0.162
C 0.859 2.384 -2.993 -0.075 -0.047 0.428 -0.384
C 0.670 3.688 -2.532 0.098 0.052 -0.294 -0.253
C 0.883 4.760 -3.389 0.000 0.000 0.070 -0.195
Sb 0.547 0.722 -1.683 -0.289 0.146 -0.992 1.090
C 1.436 1.605 0.078 -0.300 -0.109 -0.015 -0.319
C 1.098 1.090 1.335 0.168 0.272 -0.315 -0.267
C 1.862 1.328 2.471 -0.159 -0.200 0.122 -0.167
C 3.005 2.095 2.351 0.098 0.141 -0.034 -0.211
C 3.356 2.626 1.115 -0.045 -0.056 -0.075 -0.124
C 2.590 2.369 -0.020 -0.054 0.089 0.145 -0.245
C -1.603 0.895 -1.490 0.259 0.282 0.031 -0.386
C -2.302 2.046 -1.864 -0.067 -0.175 0.215 -0.157
C -3.692 2.049 -1.862 0.040 0.075 -0.042 -0.220
C -4.396 0.910 -1.492 -0.046 -0.031 0.044 -0.201
C -3.710 -0.244 -1.139 0.081 -0.043 -0.050 -0.214
C -2.319 -0.256 -1.159 -0.160 0.181 -0.077 -0.261
H 1.474 5.375 -5.357 -0.021 -0.030 0.011 0.224
H 1.812 3.064 -6.172 -0.022 0.020 0.021 0.223
H 1.417 1.151 -4.668 0.021 0.030 0.003 0.209
H 0.363 3.873 -1.509 0.021 -0.002 0.001 0.216
H 0.735 5.772 -3.031 0.012 -0.011 -0.023 0.220
H 0.041 0.673 1.477 -0.271 0.801 0.196 0.182
H 1.579 0.910 3.428 -0.009 -0.022 -0.026 0.227
H 3.629 2.269 3.216 -0.025 0.040 -0.007 0.234
H 4.247 3.235 1.025 0.009 -0.047 0.016 0.230
H 2.895 2.766 -0.980 0.026 0.005 0.025 0.237
H -1.764 2.935 -2.166 -0.052 -0.005 -0.010 0.216
H -4.227 2.941 -2.166 0.017 -0.037 0.031 0.225
H -5.479 0.915 -1.498 0.047 0.013 0.001 0.224
H -4.255 -1.145 -0.881 0.011 0.041 -0.017 0.217
H -1.796 -1.178 -0.939 0.005 -0.039 0.015 0.205
```
Positions in Å, forces in eV/Å.

The value obtained for the relative energy (zero: lowest compared OMol25 entry of this formula, charge and spin) is 54.53 kcal per mole. The energy is -2029.48865 a.u. Its HOMO energy is -10.78 eV. The gap between HOMO and LUMO is 6.55 eV. Its total charge is +1. The spin multiplicity is 1.